Record 1
Molecular formula: C33H42BrFeN7OSi2
Method: DFT, the ωB97M-V functional and the def2-TZVPD basis

Properties
- E_LUMO (alpha / beta): -0.45 / -0.45 eV
- Max |F|: 0.98 eV Å⁻¹
- ΔE to the lowest compared entry with this formula, charge and spin: 289.0 kJ/mol

```
87
Properties=species:S:1:pos:R:3:lowdin_charge:R:1
Fe 0.2911 -0.7311 -0.7636 0.509
Br -2.1626 5.0964 -2.9960 0.656
C -1.0981 3.6005 -2.0804 -0.695
C 0.3630 4.0079 -2.2003 -0.041
C 1.3063 3.0749 -2.0714 0.038
C 0.9304 1.6721 -1.9347 -0.299
O 1.6805 0.7783 -1.5157 0.010
C -0.4941 1.2537 -2.1899 -0.398
C -0.4054 -0.0778 -2.9228 -0.036
N -1.0454 -1.1008 -2.4837 0.107
C -0.6633 -2.3500 -3.0377 -0.193
C -1.4448 -3.0467 -3.9137 0.000
C -0.9934 -4.2688 -4.4565 -0.064
C 0.2351 -4.7732 -4.1370 -0.031
C 1.0641 -4.0815 -3.2215 -0.143
C 2.3688 -4.4952 -2.8662 0.003
C 3.1043 -3.7442 -1.9992 -0.029
C 2.5215 -2.6078 -1.4072 -0.103
N 1.3037 -2.2163 -1.6851 0.068
C 0.5868 -2.8945 -2.6356 -0.132
C -1.3758 2.3177 -2.8489 -0.232
H 0.6056 5.0535 -2.3395 0.100
H 2.3627 3.3164 -2.0520 0.127
H 0.3039 -0.1791 -3.7505 0.160
H -2.4062 -2.6413 -4.2037 0.120
H -1.6286 -4.7994 -5.1535 0.108
H 0.5882 -5.6961 -4.5796 0.115
H 2.7736 -5.4007 -3.3023 0.122
H 4.1121 -4.0247 -1.7250 0.114
H 3.0465 -2.0100 -0.6738 0.099
H -1.2137 2.4258 -3.9160 0.142
C 1.2334 2.0565 1.7414 -0.161
Si 2.0322 0.3769 1.9474 0.439
C 2.4226 0.2392 3.7898 -0.183
C 3.6870 0.3829 1.0636 -0.168
C 0.9442 -0.9615 1.2622 -0.358
C -0.5093 -0.8825 1.5344 -0.394
C -1.2260 -0.3740 2.6216 -0.028
C -2.6079 -0.3955 2.5792 -0.066
C -3.2691 -0.9002 1.4621 -0.064
C -2.5075 -1.3524 0.4037 -0.111
N -1.1784 -1.3592 0.4615 0.016
Si 1.4117 -2.6846 1.8399 0.469
C 3.2667 -3.0188 1.9130 -0.177
C 0.8339 -2.9366 3.6135 -0.169
C 0.6020 -4.0801 0.8555 -0.158
H 1.9801 2.8427 1.8978 0.044
H 0.4287 2.2145 2.4638 0.022
H 0.8091 2.1546 0.7423 0.001
H 3.0224 1.1019 4.0981 0.032
H 2.9857 -0.6621 4.0430 0.016
H 1.5125 0.2405 4.3969 0.021
H 4.2957 1.2059 1.4527 0.035
H 3.5472 0.5403 -0.0082 0.013
H 4.2542 -0.5371 1.2163 0.014
H -0.6986 0.0188 3.4809 0.108
H -3.1786 -0.0130 3.4175 0.109
H -4.3479 -0.9071 1.4021 0.103
H -2.9502 -1.6776 -0.5295 0.113
H 3.7709 -2.3515 2.6153 0.021
H 3.7967 -2.9591 0.9607 0.007
H 3.3907 -4.0402 2.2886 0.038
H 1.2532 -2.1940 4.2959 0.016
H 1.1459 -3.9275 3.9590 0.035
H -0.2552 -2.8866 3.6906 0.032
H -0.1651 -3.7023 0.1772 0.013
H 0.1222 -4.7891 1.5350 0.033
H 1.3372 -4.6413 0.2720 0.023
C -3.7675 4.7472 0.4735 -0.074
C -2.4325 4.6858 1.2085 -0.391
C -2.5102 3.7724 2.4356 -0.072
C -1.2566 4.3685 0.2641 -0.134
N -1.5291 3.3826 -0.7717 -0.068
C -1.8656 1.9989 -0.5032 -0.318
N -0.8609 1.0439 -0.8134 0.059
N -3.0563 1.6747 -1.4093 0.115
N -2.7901 1.8505 -2.6067 0.070
H -4.5610 5.0599 1.1560 0.079
H -4.0396 3.7708 0.0675 0.068
H -3.7315 5.4502 -0.3592 0.051
H -2.2117 5.6901 1.5861 0.131
H -2.8716 2.7726 2.1872 0.058
H -3.2041 4.1912 3.1674 0.079
H -1.5349 3.6710 2.9160 0.070
H -0.3810 4.0854 0.8544 0.106
H -0.9976 5.2879 -0.2659 0.111
H -2.2071 1.8976 0.5196 0.121
```

---

Record 2
Molecular formula: C33H42Cl2N3O2SSi2TeTi
Method: DFT, the ωB97M-V functional and the def2-TZVPD basis

Properties
- Spin multiplicity: 2
- E_LUMO (alpha / beta): -0.42 / -0.98 eV
- Max |F|: 2.81 eV Å⁻¹
- ΔE to the lowest compared entry with this formula, charge and spin: 374.4 kJ/mol

```
87
Properties=species:S:1:pos:R:3:lowdin_charge:R:1
Ti 1.2027 -0.9146 0.0966 0.721
O 1.8950 -2.4367 -1.0027 -0.154
C 2.0123 -2.3753 -2.2875 -0.358
C 3.2109 -2.7703 -2.9222 -0.001
C 3.3324 -2.7444 -4.2888 -0.074
C 2.2549 -2.3862 -5.1003 -0.094
C 1.0546 -2.0442 -4.5251 -0.036
C 0.9139 -2.0069 -3.1338 -0.178
C -0.3420 -1.8361 -2.4803 -0.054
N -0.3723 -1.4989 -1.2341 -0.200
N -1.5028 -1.8002 -0.5119 0.000
C -1.1753 -2.0214 0.7403 -0.535
O 0.0057 -1.7958 1.1987 -0.206
C -2.1805 -2.7109 1.5601 -0.155
C -3.2449 -3.3442 0.9207 -0.027
C -4.1109 -4.1372 1.6436 -0.076
C -3.9237 -4.3008 3.0077 -0.082
C -2.8885 -3.6438 3.6520 -0.070
C -2.0113 -2.8547 2.9328 -0.037
H 4.0364 -3.0700 -2.2905 0.119
H 4.2725 -3.0211 -4.7450 0.105
H 2.3717 -2.3790 -6.1734 0.098
H 0.2023 -1.7911 -5.1397 0.114
H -1.2587 -2.1590 -2.9819 0.148
H -3.3517 -3.2183 -0.1450 0.100
H -4.9153 -4.6488 1.1376 0.103
H -4.5850 -4.9460 3.5648 0.101
H -2.7619 -3.7614 4.7173 0.104
H -1.1962 -2.3414 3.4179 0.091
Cl -1.1836 0.4339 2.7133 0.148
C 1.6157 0.6149 1.5913 -0.717
Cl 3.1129 1.5732 1.3535 0.604
H 1.7509 0.1215 2.5668 0.012
H 0.8870 1.4106 1.7638 -0.115
C 2.8521 -2.6351 2.0974 -0.001
C 3.7666 -1.8293 1.2267 -0.285
C 5.1611 -1.9618 1.3190 0.008
C 5.9608 -1.2924 0.4318 0.018
C 5.3770 -0.5001 -0.5785 -0.153
C 6.1404 0.1377 -1.5717 -0.034
C 5.5145 0.8601 -2.5541 -0.070
C 4.1284 1.0084 -2.5579 -0.094
C 3.3364 0.4352 -1.5780 -0.568
S 1.6188 0.7294 -1.6060 0.730
C 3.9572 -0.3727 -0.5781 -0.288
N 3.2087 -1.0305 0.3366 -0.071
H 3.4072 -3.1355 2.8869 0.090
H 2.3493 -3.3877 1.4797 0.097
H 2.0742 -2.0117 2.5472 0.070
H 5.5766 -2.5886 2.0930 0.115
H 7.0367 -1.3851 0.4774 0.121
H 7.2152 0.0328 -1.5420 0.111
H 6.0981 1.3174 -3.3389 0.106
H 3.6495 1.5852 -3.3348 0.105
C -3.8884 2.7067 -1.9460 -0.180
Si -4.3603 1.2612 -0.7924 0.473
C -6.1285 1.4577 -0.0920 -0.178
C -4.1604 -0.3950 -1.7056 -0.180
C -3.2186 1.2893 0.7253 -0.503
Te -1.1675 0.8603 0.1661 1.448
C -0.5908 2.9250 0.2043 -0.502
Si -0.5789 4.1122 1.7211 0.508
C 1.1510 4.1720 2.5210 -0.192
C -0.9157 5.7986 0.8830 -0.186
C -1.9306 3.8553 3.0406 -0.196
H -4.5165 2.7304 -2.8308 0.025
H -2.8556 2.6055 -2.2735 0.014
H -3.9911 3.6652 -1.4453 0.025
H -6.8744 1.4207 -0.8773 0.020
H -6.2443 2.4060 0.4235 0.024
H -6.3608 0.6699 0.6186 0.026
H -4.9296 -0.5497 -2.4552 0.028
H -4.2021 -1.2250 -1.0081 0.007
H -3.1927 -0.4365 -2.1993 0.003
H -3.5288 0.5243 1.4357 0.000
H -3.2180 2.2484 1.2347 -0.002
H -1.2363 3.3638 -0.5557 -0.005
H 0.4178 2.8998 -0.2159 -0.021
H 1.9336 4.2445 1.7695 0.011
H 1.3617 3.2961 3.1270 0.015
H 1.2370 5.0370 3.1729 0.027
H -0.1983 5.9973 0.0934 0.026
H -0.8550 6.6132 1.5970 0.024
H -1.9069 5.8230 0.4401 0.020
H -1.9806 2.8271 3.3828 -0.039
H -2.9098 4.1409 2.6665 0.021
H -1.7171 4.4835 3.9017 0.029
```